Here is C43H43ClN2O2P2SZr as an isolated structure from the OMol25 dataset. Energies are from ωB97M-V/def2-TZVPD.

```
95
Properties=species:S:1:pos:R:3:forces:R:3
Zr 0.387182 0.145059 0.218545 0.0 0.1 0.0
C -6.136768 0.408650 0.682232 0.0 0.0 0.0
C -6.021930 0.787673 -0.649852 0.0 0.0 0.0
C -4.772192 0.981223 -1.215120 0.0 0.0 0.0
C -3.615604 0.799381 -0.453081 -0.1 0.0 -0.1
C -3.741496 0.420771 0.881656 0.0 0.0 0.1
C -4.995399 0.224294 1.447270 0.1 0.0 0.0
P -1.961884 0.945582 -1.200710 -0.1 0.0 0.0
C -2.135495 2.245289 -2.454655 0.1 0.0 0.0
C -1.543776 2.076176 -3.705006 0.0 0.0 0.0
C -1.606837 3.090022 -4.649964 0.0 0.0 0.0
C -2.254541 4.279820 -4.353540 0.0 0.0 0.0
C -2.845527 4.456222 -3.109603 0.0 0.0 0.0
C -2.783977 3.445085 -2.163405 0.0 0.0 0.0
C -1.628695 -0.612725 -2.039250 0.0 -0.1 0.1
C -2.369226 -1.246106 -3.037036 -0.1 0.0 0.0
C -1.992167 -2.512872 -3.443675 0.0 0.0 0.0
C -0.897814 -3.136579 -2.841790 0.0 0.0 0.0
C -0.168371 -2.488696 -1.854858 0.0 0.0 -0.1
C -0.505520 -1.195050 -1.435360 0.0 0.1 0.1
H -7.114682 0.259554 1.120071 0.0 0.0 0.0
H -6.910311 0.930392 -1.250522 0.0 0.0 0.0
H -4.697586 1.283122 -2.252896 0.0 0.0 0.0
H -2.854575 0.279445 1.488683 0.0 0.0 0.0
H -5.077468 -0.073528 2.485594 0.0 0.0 0.0
H -1.040819 1.147548 -3.946165 0.0 0.0 0.0
H -1.153598 2.947474 -5.621941 0.0 0.0 0.0
H -2.305505 5.068241 -5.092391 0.0 0.0 0.0
H -3.362172 5.378441 -2.879309 0.0 0.0 0.0
H -3.274399 3.584470 -1.207308 0.0 0.0 0.0
H -3.230089 -0.762852 -3.485768 0.0 0.0 0.0
H -2.554292 -3.025838 -4.212663 0.0 0.0 0.0
H -0.626878 -4.140465 -3.146617 0.0 0.0 0.0
H 0.658571 -3.020693 -1.392314 0.0 0.0 0.0
N 1.666854 -0.248311 2.237547 0.0 0.0 0.0
C 0.860626 -0.737973 3.325735 0.0 0.0 0.0
C 1.168489 -0.553344 4.642530 0.0 0.0 0.0
C 0.339230 -1.091090 5.651478 0.0 0.0 0.0
C -0.759586 -1.829902 5.319348 0.0 0.0 0.0
C -1.098973 -2.032885 3.959845 0.0 0.0 0.0
C -2.216464 -2.796073 3.545000 0.0 0.0 0.0
C -2.480676 -2.929032 2.214584 0.0 0.0 0.0
C -1.659773 -2.266881 1.283121 0.0 0.0 0.0
N -0.612802 -1.541329 1.626012 0.0 0.0 0.0
C -0.300060 -1.452773 2.958225 0.0 0.0 0.0
H 2.189941 0.577125 2.510910 0.0 0.0 0.0
H 2.342316 -0.949330 1.937011 0.0 0.0 0.0
H 2.067395 -0.013250 4.917187 0.0 0.0 0.0
H 0.600514 -0.937925 6.689404 0.0 0.0 0.0
H -1.381199 -2.273385 6.086574 0.0 0.0 0.0
H -2.842173 -3.269120 4.291978 0.0 0.0 0.0
H -3.316655 -3.509563 1.852053 0.0 0.0 0.0
H -1.885934 -2.324178 0.226523 0.0 0.0 0.0
C -2.016556 3.628069 1.504877 -0.1 0.0 0.0
P -1.038333 2.540957 2.525902 0.0 0.0 0.1
C -2.011533 2.066172 3.948707 0.0 0.0 0.0
C 0.376563 3.462789 3.121038 0.1 0.0 0.0
O -0.601504 1.297459 1.767475 0.0 0.0 -0.1
H -2.277895 4.535650 2.050956 0.0 0.0 0.0
H -2.932687 3.112123 1.213008 0.0 0.0 0.0
H -1.458155 3.898781 0.607464 0.0 0.0 0.0
H -2.270986 2.937877 4.550767 0.0 0.0 0.0
H -1.433996 1.369240 4.559646 0.0 0.0 0.0
H -2.930022 1.579280 3.619766 0.0 0.0 0.0
H 0.058860 4.359820 3.653295 0.0 0.0 0.0
H 1.003114 3.757126 2.277566 0.0 0.0 0.0
H 0.959052 2.841612 3.802895 0.0 0.0 0.0
O 2.196520 -0.946851 -0.284957 0.0 0.0 0.1
S 2.833606 -1.233744 -1.671792 0.0 0.0 0.0
C 3.514908 -2.857946 -1.521751 0.0 0.0 0.0
C 3.191469 -3.743188 -2.540542 0.0 0.0 0.0
C 3.709574 -5.030954 -2.502158 0.0 0.0 0.0
C 4.524498 -5.413537 -1.448477 0.0 0.0 0.0
C 4.835479 -4.516751 -0.429118 0.0 0.0 0.0
C 4.337333 -3.227865 -0.463954 0.0 0.0 0.0
C 4.299803 -0.231448 -1.676193 0.0 0.0 0.0
C 4.885276 0.215261 -0.501826 0.0 0.0 0.0
C 6.043975 0.972523 -0.581870 0.0 0.0 0.0
C 6.597729 1.269833 -1.820657 0.0 0.0 0.0
C 5.994264 0.821629 -2.987899 0.0 0.0 0.0
C 4.830579 0.070536 -2.921841 0.0 0.0 0.0
H 2.543479 -3.431955 -3.351109 0.0 0.0 0.0
H 3.473930 -5.730382 -3.292284 0.0 0.0 0.0
H 4.928218 -6.416579 -1.417706 0.0 0.0 0.0
H 5.479021 -4.825066 0.383465 0.0 0.0 0.0
H 4.594275 -2.517906 0.311738 0.0 0.0 0.0
H 4.439966 -0.020639 0.455811 0.0 0.0 0.0
H 6.518549 1.328724 0.322612 0.0 0.0 0.0
H 7.502840 1.859209 -1.876556 0.0 0.0 0.0
H 6.423920 1.063952 -3.950002 0.0 0.0 0.0
H 4.344967 -0.271930 -3.827884 0.0 0.0 0.0
Cl 1.250297 1.581048 -1.867962 0.1 0.0 0.0
C 1.677692 2.013821 -0.148854 0.0 0.0 0.0
H 1.290240 3.020243 0.003261 0.0 0.0 0.0
H 2.764438 2.023696 -0.099172 0.0 0.0 0.0
```
Positions in Å, forces in eV/Å.

Output
Total charge   +2
E_LUMO   -5.29 eV
Strongest force on any atom   0.0029 hartree/bohr
HOMO-LUMO gap   7.774 eV
Energy relative to the best compared isomer or geometry (same formula, charge and spin)   46.5 kcal per mole

Table of Löwdin atomic charges, one value per atom, all in e:
1. Zr 1.4621
2. C -0.0589
3. C -0.0518
4. C -0.0758
5. C -0.3519
6. C -0.1318
7. C -0.0746
8. P 1.0246
9. C -0.3813
10. C -0.1163
11. C -0.0605
12. C -0.0607
13. C -0.0630
14. C -0.1068
15. C -0.4360
16. C -0.0678
17. C -0.0597
18. C -0.0640
19. C -0.1531
20. C -0.3503
21. H 0.1145
22. H 0.1163
23. H 0.1124
24. H 0.0634
25. H 0.1067
26. H 0.0974
27. H 0.1133
28. H 0.1138
29. H 0.1125
30. H 0.0941
31. H 0.1153
32. H 0.1127
33. H 0.1107
34. H 0.0817
35. N 0.0221
36. C -0.2446
37. C -0.0045
38. C -0.0477
39. C -0.0080
40. C -0.1367
41. C 0.0306
42. C -0.0082
43. C -0.0883
44. N 0.0260
45. C -0.1749
46. H 0.1100
47. H 0.1046
48. H 0.1249
49. H 0.1195
50. H 0.1276
51. H 0.1339
52. H 0.1239
53. H 0.1090
54. C -0.1435
55. P 0.6141
56. C -0.1294
57. C -0.1411
58. O -0.5377
59. H 0.0781
60. H 0.0505
61. H 0.0621
62. H 0.0763
63. H 0.0564
64. H 0.0554
65. H 0.0744
66. H 0.0551
67. H 0.0594
68. O -0.6849
69. S 1.0675
70. C -0.3841
71. C -0.0805
72. C -0.0471
73. C -0.0423
74. C -0.0468
75. C -0.0566
76. C -0.3958
77. C -0.0922
78. C -0.0510
79. C -0.0456
80. C -0.0445
81. C -0.0658
82. H 0.1143
83. H 0.1184
84. H 0.1189
85. H 0.1174
86. H 0.1101
87. H 0.1005
88. H 0.1155
89. H 0.1181
90. H 0.1194
91. H 0.1212
92. Cl 0.5853
93. C -0.5894
94. H -0.0089
95. H -0.0077

---

Here is C43H43CsIN3O2PSSi as an isolated structure at a distorted geometry from the OMol25 dataset. Energies are from ωB97M-V/def2-TZVPD.

```
96
Properties=species:S:1:pos:R:3:forces:R:3
Cs -0.237845 -0.571172 0.226148 1.5 1.1 0.4
C 0.435816 -0.286074 6.094648 -0.3 -0.1 0.1
Si 1.963751 0.716792 5.792166 0.1 0.2 -0.5
C 3.496341 -0.323843 5.904826 0.2 -0.1 0.1
C 2.087116 1.979404 7.169432 0.0 0.1 0.3
C 1.852713 1.702393 4.195589 -0.1 -0.2 -0.1
C 1.831709 3.084058 4.237797 0.1 0.0 0.0
C 1.704722 3.831691 3.071801 0.0 0.0 0.0
C 1.594150 3.130043 1.894417 -0.1 -0.1 -0.2
N 1.603841 1.801008 1.791741 0.0 -0.2 0.1
C 1.736170 1.070168 2.916846 -0.1 -0.2 0.2
S 1.730772 -0.690424 2.822684 0.3 0.6 0.3
H 0.509913 -0.830519 7.040114 0.0 0.0 0.0
H 0.293806 -0.999658 5.286974 -0.1 0.0 0.0
H -0.437578 0.369017 6.144208 0.0 0.0 0.0
H 3.660410 -0.583657 6.955376 0.1 -0.1 0.0
H 4.369057 0.227789 5.549764 0.0 0.0 0.0
H 3.402077 -1.225463 5.307058 0.0 -0.1 0.0
H 2.195107 1.456671 8.123780 0.0 0.0 0.0
H 1.199641 2.611180 7.239086 0.0 0.0 0.0
H 2.958188 2.627020 7.051671 0.0 0.0 0.0
H 1.920165 3.599913 5.186538 0.0 0.0 0.0
H 1.683200 4.913185 3.074373 0.0 0.0 0.0
H 1.466415 3.666832 0.962745 0.0 0.1 -0.2
I 3.337494 -0.960694 0.163499 0.2 0.0 -0.1
C 4.660939 -1.351920 -1.466404 0.1 0.0 -0.3
C 5.723244 -2.097364 -1.022478 0.2 -0.1 -0.2
C 6.829131 -2.418890 -1.839376 -0.2 0.0 0.3
C 6.864762 -1.957893 -3.110000 0.0 0.1 -0.2
C 5.787671 -1.194566 -3.630009 0.2 -0.1 -0.1
C 5.903248 -0.739182 -4.967974 0.1 -0.1 0.1
C 4.918032 -0.008618 -5.546025 -0.2 0.1 0.1
C 3.756888 0.254888 -4.797415 0.1 0.1 -0.2
C 3.578771 -0.168093 -3.507451 0.1 0.0 0.3
P 1.898393 0.191427 -2.801432 -0.2 -0.2 0.3
C 0.853632 -0.366447 -4.198698 0.0 0.0 0.0
C 1.152374 -1.581947 -4.819237 0.1 0.0 -0.1
C 0.293220 -2.139122 -5.751249 0.0 0.0 0.0
C -0.894049 -1.496594 -6.079876 0.0 0.0 0.0
C -1.210802 -0.300072 -5.457885 0.0 0.0 0.0
C -0.349613 0.258423 -4.520424 -0.1 0.0 0.0
C 1.881900 2.021034 -2.870827 0.2 0.1 -0.1
C 2.321135 2.663408 -1.712263 0.0 0.1 -0.1
C 2.450802 4.048616 -1.690138 0.0 -0.2 0.1
C 2.091363 4.805988 -2.793807 0.0 0.0 0.0
C 1.623703 4.175205 -3.937870 0.0 0.0 0.0
C 1.539485 2.793159 -3.978364 0.0 -0.1 0.0
C 4.637425 -0.894789 -2.841875 -0.3 0.1 0.2
H 5.727865 -2.435857 0.004190 0.0 0.0 0.0
H 7.641552 -3.009245 -1.435239 0.0 0.0 0.0
H 7.709955 -2.159723 -3.757303 0.0 0.0 0.0
H 6.803305 -0.994489 -5.514954 0.0 0.0 0.0
H 4.998846 0.348530 -6.564183 0.0 0.0 0.0
H 2.949923 0.793135 -5.278910 0.0 0.0 0.0
H 2.073763 -2.100538 -4.577586 0.0 0.0 0.0
H 0.552685 -3.082053 -6.215577 0.0 0.0 0.0
H -1.571590 -1.935998 -6.800417 0.0 0.0 0.0
H -2.142867 0.201588 -5.686818 0.0 0.0 0.0
H -0.640553 1.169467 -4.015401 0.1 0.0 0.0
H 2.564863 2.078225 -0.830167 0.0 0.0 0.0
H 2.833585 4.531767 -0.801712 0.0 0.0 0.1
H 2.175239 5.885184 -2.761081 0.0 0.0 0.0
H 1.336185 4.759896 -4.802896 0.0 0.0 0.0
H 1.196984 2.311778 -4.883893 0.0 0.0 0.0
O -2.107727 -1.604756 -0.893414 -1.6 -1.2 -1.0
C -3.212942 -2.230493 -0.781947 0.0 0.3 0.1
C -3.530378 -3.359435 -1.593590 -0.1 0.0 -0.1
C -4.731716 -4.017317 -1.501430 -0.1 -0.1 -0.1
C -5.713697 -3.611763 -0.588381 0.2 0.1 0.0
C -5.422371 -2.535735 0.227354 -0.1 0.0 0.0
C -4.209618 -1.846067 0.172384 -0.1 0.3 0.4
C -3.963565 -0.755435 1.146988 0.1 -0.3 -0.5
N -2.938907 0.076887 1.215765 -0.3 0.2 0.3
C -3.153727 0.867050 2.328663 0.0 -0.1 -0.2
C -4.315779 0.521484 2.935860 -0.1 0.0 0.0
N -4.826242 -0.506616 2.174220 0.0 0.1 0.1
H -2.776377 -3.662005 -2.310111 0.0 0.0 0.0
H -4.923308 -4.861615 -2.156325 0.0 0.0 0.0
H -6.666528 -4.117281 -0.519403 0.0 0.0 0.0
H -6.190591 -2.221301 0.928413 0.0 0.0 0.0
H -2.446429 1.624507 2.625095 0.0 0.0 0.0
H -4.809462 0.885436 3.818578 0.0 0.0 0.0
H -5.657988 -1.027325 2.374688 0.0 0.0 0.0
C -3.598680 2.478215 -1.535720 -0.1 0.0 0.0
C -2.755154 3.262768 -0.534632 0.0 0.1 0.1
C -1.403650 3.330939 -1.232073 0.2 -0.1 0.0
O -1.315545 2.163244 -2.049819 -0.1 -0.1 0.0
C -2.587096 1.477160 -2.064119 0.1 0.0 0.1
H -3.959389 3.134604 -2.332878 0.0 0.0 0.0
H -4.456453 1.989157 -1.074316 0.0 0.0 0.0
H -2.677803 2.700651 0.396375 0.0 0.0 0.0
H -3.155260 4.250182 -0.298549 0.0 0.0 0.0
H -0.558309 3.324694 -0.538652 0.0 0.0 0.0
H -1.310708 4.218276 -1.870467 0.0 0.0 0.0
H -2.528784 0.598149 -1.420824 -0.1 0.0 0.0
H -2.776056 1.147440 -3.087056 -0.1 0.0 0.0
```
Positions in Å, forces in eV/Å.

Output
Total charge   -1
E_LUMO   2.09 eV
Strongest force on any atom   0.0432 hartree/bohr
HOMO-LUMO gap   6.456 eV

Table of Löwdin atomic charges, one value per atom, all in e:
1. Cs 0.9838
2. C -0.1892
3. Si 0.4564
4. C -0.1936
5. C -0.2035
6. C -0.2613
7. C -0.1095
8. C -0.0924
9. C -0.1811
10. N -0.0075
11. C -0.7689
12. S 0.2798
13. H 0.0281
14. H -0.0049
15. H 0.0318
16. H 0.0241
17. H 0.0335
18. H 0.0048
19. H 0.0256
20. H 0.0282
21. H 0.0287
22. H 0.0817
23. H 0.0894
24. H 0.0742
25. I 0.9358
26. C -0.5747
27. C -0.2053
28. C -0.0910
29. C -0.0609
30. C -0.1705
31. C -0.0471
32. C -0.0702
33. C -0.1052
34. C -0.2926
35. P 1.0361
36. C -0.3696
37. C -0.0968
38. C -0.0891
39. C -0.0974
40. C -0.0803
41. C -0.0954
42. C -0.3558
43. C -0.0971
44. C -0.0909
45. C -0.0964
46. C -0.0857
47. C -0.0990
48. C -0.1663
49. H 0.0623
50. H 0.1001
51. H 0.1049
52. H 0.1067
53. H 0.1018
54. H 0.0974
55. H 0.1073
56. H 0.0982
57. H 0.0953
58. H 0.1008
59. H 0.0795
60. H 0.0658
61. H 0.0968
62. H 0.0965
63. H 0.0985
64. H 0.0946
65. O -0.4993
66. C -0.4230
67. C -0.0310
68. C -0.1241
69. C -0.1370
70. C -0.0832
71. C -0.0874
72. C -0.2731
73. N 0.0000
74. C -0.1630
75. C -0.1057
76. N 0.0854
77. H 0.1033
78. H 0.0904
79. H 0.0799
80. H 0.0882
81. H 0.0992
82. H 0.0972
83. H 0.1273
84. C -0.1513
85. C -0.1548
86. C -0.1913
87. O -0.1852
88. C -0.1859
89. H 0.1098
90. H 0.1128
91. H 0.0856
92. H 0.1108
93. H 0.1060
94. H 0.1178
95. H 0.0701
96. H 0.1127

---

Number 1: molecular weight 840.52 g mol⁻¹. Number 2: molecular weight 984.77 g mol⁻¹.